# 1
This record from the Open Molecules 2025 dataset describes F8InN4O16S8 as an isolated structure. The level of theory is ωB97M-V/def2-TZVPD.

XYZ file:
```
37
Properties=species:S:1:pos:R:3:forces:R:3
In -0.468 -0.358 -0.963 -0.971 -0.251 -0.595
N 0.774 2.172 -0.838 4.706 -1.103 1.508
S 0.206 3.507 -1.083 -10.966 4.369 -3.141
O 0.505 4.128 -2.427 1.195 -0.071 2.284
O -0.226 4.342 0.019 1.859 -0.472 -1.715
F -1.229 2.923 -1.568 0.779 0.154 0.681
S 2.309 2.862 -0.421 8.173 -1.413 -0.308
O 2.442 3.802 0.679 -1.369 -2.009 -1.923
O 3.085 3.132 -1.654 -2.757 -0.665 2.874
F 2.968 1.462 0.092 -1.394 1.649 -0.278
N -0.325 0.999 3.802 0.800 3.620 1.451
S 0.795 2.252 4.266 -0.525 6.466 2.589
O 1.474 2.835 3.131 -0.744 -2.110 1.070
O 1.354 2.089 5.584 -0.418 -1.331 -2.218
F -0.247 3.422 4.598 -0.063 -1.495 -0.692
S 0.809 0.099 3.216 4.543 -9.368 -2.225
O 2.228 0.039 3.623 -3.724 1.898 -0.845
O 0.484 -0.192 1.825 0.136 1.620 1.312
F 0.285 -1.212 3.959 -0.108 0.787 -0.343
N 1.113 -2.649 -0.179 3.275 1.769 1.939
S 2.590 -2.708 0.725 6.786 6.049 3.413
O 3.736 -3.490 0.244 -3.565 0.580 0.875
O 2.452 -2.414 2.158 -0.883 -1.747 -3.290
F 3.047 -1.238 0.185 -0.927 -1.221 0.090
S 1.101 -4.140 -0.253 -7.431 -7.858 -5.787
O 0.649 -4.834 0.939 1.703 0.854 -0.793
O 1.948 -4.843 -1.227 0.031 1.061 2.114
F -0.257 -4.159 -1.194 1.317 -0.017 1.573
N -2.863 -0.480 -2.435 -1.640 -3.192 -0.716
S -3.481 -1.996 -2.935 3.565 -4.891 -2.231
O -3.449 -2.318 -4.403 0.176 1.179 4.671
O -4.490 -2.605 -2.134 0.443 0.703 -0.102
F -2.058 -2.663 -2.333 -0.779 -0.023 -0.468
S -4.095 0.173 -3.130 -5.413 8.170 -1.360
O -5.476 0.104 -2.549 4.036 -0.613 -0.654
O -4.084 0.278 -4.564 0.381 -0.776 0.765
F -3.603 1.681 -2.756 -0.225 -0.301 0.476
```
Positions in Å, forces in eV/Å.

The value obtained for the calculated total energy is -5596.71563 Eh. The value obtained for the LUMO energy (alpha / beta) is -7.3 / -7.1 eV. For the HOMO-LUMO gap (alpha / beta), the calculation gives 2.775 / 2.973 eV. As for the spin multiplicity: 2.

These are the Löwdin partial charges, in e, on atoms 1 to 6:
1 In 1.16
2 N -0.25
3 S 0.49
4 O -0.03
5 O -0.12
6 F -0.20


# 2
This record from the Open Molecules 2025 dataset describes a 9-piece molecular cluster, C27H76N4O12 overall. The level of theory is ωB97M-V/def2-TZVPD.

XYZ file:
```
119
Properties=species:S:1:pos:R:3:forces:R:3
C 3.360 -2.657 0.587 3.485 0.797 -0.488
O 2.604 -3.771 0.174 4.914 -2.339 -4.526
C 2.267 -3.762 -1.192 0.238 0.462 -0.677
C 2.820 -4.990 -1.911 -0.097 0.203 0.433
C 2.260 -5.090 -3.310 -0.715 0.120 0.103
N 2.510 -6.236 -1.190 -0.121 0.470 -0.137
H 3.664 -2.769 1.628 0.209 -0.406 -0.033
H 2.769 -1.734 0.533 1.531 -0.487 -0.316
H 4.282 -2.571 0.000 -0.044 -0.126 0.008
H 1.169 -3.655 -1.265 0.093 -0.726 -0.171
H 2.604 -2.838 -1.691 0.342 -0.189 0.182
H 3.901 -4.811 -1.935 0.031 -0.470 -0.043
H 1.169 -5.205 -3.243 0.069 -0.060 0.044
H 2.624 -5.982 -3.813 0.240 0.158 -0.183
H 2.404 -4.173 -3.882 0.330 -0.144 -0.154
H 1.492 -6.277 -1.179 0.041 -0.327 0.011
H 2.769 -6.130 -0.213 0.143 0.016 -0.038
C 1.698 1.539 5.170 0.386 -0.499 -0.659
O 1.565 2.859 5.606 -0.354 0.170 0.082
C 1.453 3.008 7.006 0.512 0.519 0.019
C 0.335 2.289 7.706 -0.084 0.272 0.706
N 0.613 0.898 8.043 -0.241 -0.147 -0.189
C -0.444 -0.020 7.650 -0.312 0.207 -0.059
C -0.067 -1.434 7.987 -0.001 -0.590 -0.358
O 1.087 -1.841 7.251 0.076 0.219 0.190
C 0.814 -2.219 5.925 0.165 -0.454 -0.472
H 0.812 0.907 5.300 -0.035 0.172 0.355
H 2.578 1.059 5.620 -0.133 -0.091 0.085
H 1.866 1.563 4.091 0.119 0.153 0.061
H 1.338 4.080 7.181 -0.117 -0.017 -0.207
H 2.402 2.757 7.512 -0.023 -0.247 -0.208
H -0.620 2.407 7.186 0.089 -0.093 -0.277
H 0.228 2.875 8.633 -0.192 -0.229 0.047
H 1.472 0.580 7.612 0.036 0.048 0.038
H -0.698 0.021 6.578 0.115 0.114 0.015
H -1.381 0.247 8.150 0.124 -0.033 0.220
H -0.898 -2.113 7.745 0.003 0.059 0.096
H 0.185 -1.557 9.039 0.035 0.121 0.045
H 0.155 -1.535 5.382 -0.047 0.043 0.171
H 0.386 -3.231 5.874 -0.165 0.142 0.136
H 1.762 -2.275 5.386 0.028 0.139 0.127
C -1.670 0.758 -9.808 -0.333 0.148 0.487
O -0.708 0.744 -8.778 0.018 -0.101 0.075
C 0.175 1.826 -8.870 0.367 0.558 -0.232
C 0.986 2.018 -7.612 0.262 -0.339 0.527
N 0.196 2.056 -6.378 -0.742 0.761 -0.019
C -1.116 2.724 -6.446 0.049 0.437 -0.188
C -1.726 2.607 -5.069 -0.215 -0.264 -0.521
O -1.115 3.528 -4.201 0.067 -0.210 0.032
C -1.687 3.497 -2.905 -0.363 0.323 -0.087
H -1.210 0.626 -10.789 -0.091 -0.071 -0.085
H -2.244 1.696 -9.783 0.195 0.068 -0.177
H -2.390 -0.025 -9.576 0.183 -0.216 -0.250
H -0.363 2.763 -9.085 -0.184 -0.162 0.062
H 0.885 1.707 -9.703 -0.103 -0.144 -0.010
H 1.587 2.926 -7.752 -0.090 0.042 -0.083
H 1.691 1.196 -7.456 0.023 -0.012 -0.330
H 0.676 2.642 -5.699 0.395 -0.435 0.047
H -1.769 2.282 -7.199 0.104 -0.391 0.157
H -1.060 3.792 -6.720 0.147 -0.079 0.110
H -1.503 1.572 -4.766 -0.309 0.062 0.355
H -2.815 2.749 -5.098 0.040 0.067 0.030
H -2.222 2.565 -2.706 0.368 -0.198 0.115
H -2.445 4.285 -2.808 0.180 0.082 0.013
H -0.887 3.667 -2.189 -0.085 -0.076 0.175
C 1.064 -2.878 1.080 -3.483 0.002 3.452
O 1.223 -1.590 0.549 -2.110 0.610 -0.768
C 0.316 -1.284 -0.506 -1.281 -0.500 1.461
C 0.080 0.205 -0.528 0.717 0.767 -0.659
N -0.025 0.768 0.799 -1.376 -1.875 -0.461
C -0.480 2.132 0.888 0.963 -0.312 -0.056
C -0.695 2.530 2.324 0.515 1.408 0.367
O -1.258 3.839 2.280 -0.304 -0.309 -0.118
C -1.281 4.486 3.528 -1.070 0.216 0.064
H 2.024 -3.217 1.472 -3.024 0.918 2.254
H 0.743 -3.642 0.362 -0.818 0.749 0.611
H 0.326 -2.880 1.896 -0.491 0.525 0.057
H -0.634 -1.774 -0.230 -0.031 0.093 -0.224
H 0.619 -1.702 -1.468 0.030 0.102 1.097
H -0.826 0.401 -1.108 0.013 0.059 0.145
H 0.920 0.681 -1.073 -0.090 -0.025 -0.086
H 0.642 0.302 1.392 0.250 0.903 0.453
H -1.408 2.247 0.321 -0.095 -0.155 0.130
H 0.252 2.794 0.398 -0.113 0.274 0.258
H 0.245 2.671 2.879 0.154 -0.574 -0.218
H -1.297 1.808 2.891 -0.272 0.092 -0.167
H -1.941 3.953 4.231 0.493 -0.235 0.139
H -1.809 5.433 3.387 0.358 0.086 -0.186
H -0.287 4.668 3.941 0.050 -0.191 0.075
C -3.177 -1.822 1.560 -0.791 0.353 -0.541
O -2.769 -0.491 1.911 0.200 -0.464 0.023
H -2.334 -2.473 1.339 0.049 -0.093 0.283
H -3.847 -2.231 2.317 0.412 -0.070 0.309
H -3.807 -1.783 0.662 0.244 0.079 -0.078
H -1.807 -0.449 1.781 0.032 0.419 -0.200
C 0.177 -1.036 -3.550 -0.013 0.326 -1.166
O 0.832 -0.424 -4.664 -0.129 -0.101 0.575
H -0.284 -1.969 -3.886 -0.007 -0.164 0.288
H 0.895 -1.227 -2.755 0.146 0.277 -1.058
H -0.611 -0.382 -3.162 0.070 -0.091 0.144
H 0.185 0.144 -5.103 0.298 0.220 -0.367
C -4.389 0.319 -1.706 -0.559 0.438 0.595
O -3.244 0.746 -0.997 0.666 0.180 -0.593
H -4.620 -0.736 -1.543 0.052 -0.048 -0.111
H -5.261 0.922 -1.419 -0.030 -0.196 0.079
H -4.250 0.519 -2.767 0.347 -0.175 -0.007
H -3.256 0.567 -0.052 -0.423 -0.253 0.161
C -3.349 -1.521 5.402 0.088 0.150 -0.199
O -2.305 -0.732 4.855 0.179 -0.085 0.105
H -3.071 -1.751 6.429 -0.095 0.085 0.074
H -4.291 -0.967 5.379 -0.083 -0.125 0.170
H -3.479 -2.474 4.879 0.033 0.055 -0.073
H -2.543 -0.456 3.962 -0.134 -0.077 -0.194
C 4.159 1.044 -3.390 0.086 0.716 0.671
O 3.631 1.565 -2.158 0.000 -0.311 -0.124
H 5.042 0.467 -3.131 -0.112 -0.247 0.018
H 3.414 0.443 -3.907 0.084 -0.072 -0.211
H 4.514 1.889 -3.987 -0.164 -0.155 -0.370
H 2.762 1.932 -2.345 0.017 0.020 -0.008
```
Positions in Å, forces in eV/Å.

The value obtained for the calculated total energy is -2195.80332 Eh. The value obtained for the LUMO energy is 0.5 eV. For the HOMO-LUMO gap, the calculation gives 9.015 eV. As for the spin multiplicity: 1.

These are the Löwdin partial charges, in e, on atoms 1 to 6:
1 C -0.11
2 O -0.29
3 C -0.21
4 C -0.43
5 C -0.07
6 N 0.05


Calculated max |F|, 12.27 7.08 eV Å⁻¹ (same order as the records).